Record 1
C2H7OS | wB97M-V/def2-TZVPD

Last column: Löwdin charge in e.
Geometry (Å):
C: 2.0664 0.1822 0.4180  -0.251
C: 0.9532 -0.5985 1.0298  -0.932
S: -0.6273 0.0557 0.7517  0.225
H: 2.0975 1.0849 0.9498  0.035
H: 1.7718 0.4490 -0.5564  0.026
H: 2.9797 -0.3623 0.3974  0.045
H: 1.0594 -0.4054 2.1092  0.012
H: 1.1506 -1.6661 0.8353  0.043
H: -1.0488 -0.1768 -1.9689  -0.005
H: -2.1621 0.6411 -1.7949  -0.012
O: -1.7411 0.2552 -2.5856  -0.186

## Properties
Strongest force on any atom   0.051 hartree/bohr
E_LUMO   4.310 eV
Charge   -1
HOMO-LUMO gap   6.861 eV
E   -15070.768 eV

=====

Record 2
C5H13N2O | wB97M-V/def2-TZVPD

Last column: Löwdin charge in e.
Geometry (Å):
C: -2.0976 0.8251 0.1214  -0.141
C: -2.4720 1.6988 -0.8031  0.119
C: -1.5936 -1.5141 0.5092  0.186
N: -1.9312 -0.5374 -0.2434  0.024
H: -1.8180 1.0688 1.1341  0.131
H: -2.6052 1.4259 -1.8425  0.092
H: -2.5924 2.7333 -0.5221  0.091
H: -1.4143 -2.4736 0.0444  0.130
H: -1.4781 -1.3334 1.5696  0.126
H: -2.2308 -0.7856 -1.1859  0.181
C: 2.1721 -0.7282 1.3727  -0.105
N: 1.2822 -0.0442 0.4094  -0.120
C: 1.9716 0.1941 -0.8385  -0.315
O: 1.1505 0.8206 -1.8125  -0.038
H: 2.6258 -1.6077 0.9229  0.084
H: 1.5547 -1.0494 2.2118  0.071
H: 2.9451 -0.0622 1.7595  0.087
H: 1.0735 0.8587 0.8229  0.106
H: 2.8440 0.8485 -0.7647  0.133
H: 2.3169 -0.7742 -1.2125  0.123
H: 0.2968 0.4363 -1.6527  0.034

## Properties
Strongest force on any atom   0.021 hartree/bohr
E_LUMO   -5.399 eV
Charge   +1
HOMO-LUMO gap   7.581 eV
E   -10414.819 eV

=====

Record 3
C3H3OPS | wB97M-V/def2-TZVPD

Last column: Löwdin charge in e.
Geometry (Å):
O: -0.1643 -1.3634 -1.0433  -0.132
C: -0.8572 -0.8451 -0.2623  -0.382
C: -0.4548 -0.0507 0.8448  -0.162
C: 0.6556 0.6773 0.7422  -0.363
P: 1.3561 1.1660 -0.9072  0.460
S: 1.6781 -0.3041 -2.1064  0.293
H: -1.9454 -0.7757 -0.3947  0.126
H: -1.1569 -0.0005 1.5435  0.059
H: 0.8889 1.4962 1.5834  0.100

## Properties
Strongest force on any atom   0.084 hartree/bohr
E_LUMO (spin up / spin down)   -1.227 / -1.227 eV
Charge   0
HOMO-LUMO gap (spin up / spin down)   7.074 / 7.074 eV
E   -25328.108 eV

=====

Record 4
C9H16O3S | wB97M-V/def2-TZVPD

Last column: Löwdin charge in e.
Geometry (Å):
C: 1.8074 0.2772 -1.0868  -0.121
C: -3.2836 -0.3787 0.5251  -0.227
C: -2.8177 -1.3231 -0.5552  -0.184
C: -2.5698 0.9226 0.5966  -0.172
C: -1.3119 -1.4960 -0.4276  -0.153
C: -1.0454 0.5989 0.7661  -0.127
C: -0.5133 -0.1775 -0.4387  -0.239
C: 0.9653 -0.4031 -0.2746  -0.386
C: 4.2656 1.8091 -0.1195  -0.096
O: 4.0202 -0.8631 -0.0906  -0.283
O: 2.3891 0.3764 1.0825  -0.337
O: 1.2997 -1.6565 0.1432  0.035
S: 3.2639 0.2950 -0.0659  0.632
H: 1.5527 1.0750 -1.7938  0.094
H: -4.3337 -0.2904 0.3659  0.107
H: -3.0754 -0.7994 1.4633  0.103
H: -3.2397 -2.2776 -0.4406  0.097
H: -3.1453 -0.9185 -1.5028  0.113
H: -2.7948 1.5748 -0.3176  0.139
H: -2.9318 1.4989 1.3671  0.075
H: -1.3013 -1.7956 0.5573  0.087
H: -0.8293 -2.1909 -1.1429  0.138
H: -0.4284 1.4836 1.0590  0.137
H: -0.9560 -0.0781 1.5060  0.077
H: -0.8214 0.3541 -1.4057  0.178
H: 5.0389 1.3564 0.5964  0.098
H: 4.7016 2.2043 -0.9709  0.039
H: 3.7581 2.5418 0.4331  0.044
H: 2.3363 -1.7194 0.1716  0.132

## Properties
Strongest force on any atom   0.128 hartree/bohr
E_LUMO   0.543 eV
Charge   0
HOMO-LUMO gap   8.670 eV
E   -26565.550 eV

=====

Record 5
C42H31AsN5OReSe | wB97M-V/def2-TZVPD

Last column: Löwdin spin population.
Geometry (Å):
Re: 1.1433 -0.7120 -0.6356  0.824
Se: -3.1684 -4.4176 -5.7832  -0.001
N: -3.1851 -2.7509 -5.1844  -0.002
C: -2.1978 -2.6383 -4.3320  0.000
C: -1.8806 -1.4054 -3.6268  -0.001
C: -2.5435 -0.1897 -3.8410  0.022
C: -2.1152 0.9312 -3.1638  -0.003
C: -1.0614 0.8291 -2.2586  0.018
N: -0.4514 -0.3306 -2.0097  -0.001
C: -0.8331 -1.4273 -2.7145  0.011
C: -0.0165 -2.6156 -2.5259  0.002
N: 1.0403 -2.4908 -1.6698  -0.002
C: 1.8628 -3.5445 -1.5136  0.005
C: 1.6771 -4.7399 -2.1831  0.000
C: 0.6043 -4.8705 -3.0454  0.005
C: -0.2634 -3.7891 -3.2271  0.001
C: -1.4015 -3.8124 -4.1344  0.000
N: -1.7470 -4.8670 -4.8284  0.000
H: -3.3604 -0.1490 -4.5506  0.001
H: -2.5763 1.8948 -3.3286  -0.001
H: -0.6873 1.6971 -1.7328  0.001
H: 2.6920 -3.4189 -0.8330  0.000
H: 2.3720 -5.5521 -2.0246  0.000
H: 0.4242 -5.7904 -3.5880  0.000
N: 2.8657 -1.1299 0.6309  0.006
C: 3.3516 0.0197 1.3986  0.000
C: 3.7176 -0.1520 2.7220  0.000
C: 4.1405 0.9410 3.4643  0.000
C: 4.1770 2.1962 2.8675  0.000
C: 3.8474 2.3394 1.5288  0.000
C: 3.4548 1.2454 0.7538  0.000
C: 3.2954 1.3733 -0.7134  0.000
C: 4.1530 2.2355 -1.3886  -0.001
C: 4.0916 2.3851 -2.7660  -0.004
C: 3.1522 1.6868 -3.5159  0.002
C: 2.2562 0.8597 -2.8666  0.004
C: 2.3289 0.6574 -1.4692  0.001
H: 3.6492 -1.5235 0.1066  0.003
H: 2.6069 -1.8507 1.3052  0.002
H: 3.6723 -1.1364 3.1754  0.000
H: 4.4410 0.8109 4.4949  0.000
H: 4.4860 3.0625 3.4360  0.000
H: 3.9084 3.3212 1.0756  0.000
H: 4.9206 2.7702 -0.8442  0.000
H: 4.7911 3.0492 -3.2566  0.000
H: 3.1153 1.7991 -4.5906  0.000
H: 1.5168 0.3326 -3.4562  0.001
O: 0.1433 -0.3529 0.9034  0.082
As: -1.2743 0.4049 1.6430  0.013
C: -1.4454 2.0788 0.7733  0.004
C: -2.6750 2.5546 0.3288  0.002
C: -2.7299 3.7912 -0.3000  0.000
C: -1.5692 4.5311 -0.4838  0.001
C: -0.3459 4.0570 -0.0183  0.000
C: -0.2799 2.8325 0.6253  0.000
C: -0.8353 0.6386 3.4616  -0.001
C: 0.4842 0.6288 3.8953  0.000
C: 0.7496 0.9076 5.2269  0.000
C: -0.2909 1.1966 6.0994  0.000
C: -1.6064 1.2153 5.6513  0.000
C: -1.8900 0.9382 4.3240  0.000
C: -2.7036 -0.7960 1.3715  0.002
C: -3.3441 -0.8528 0.1309  0.001
C: -4.3617 -1.7710 -0.0607  0.000
C: -4.7297 -2.6268 0.9730  0.001
C: -4.0798 -2.5754 2.1982  0.000
C: -3.0594 -1.6595 2.4057  0.001
H: -3.5845 1.9876 0.4840  0.000
H: -3.6815 4.1820 -0.6348  0.000
H: -1.6193 5.4947 -0.9733  0.000
H: 0.5475 4.6548 -0.1392  0.000
H: 0.6692 2.4712 1.0111  0.000
H: 1.2909 0.4110 3.2073  0.000
H: 1.7701 0.9001 5.5853  0.000
H: -0.0772 1.4116 7.1377  0.000
H: -2.4113 1.4460 6.3355  0.000
H: -2.9176 0.9562 3.9783  0.000
H: -3.0643 -0.1815 -0.6735  0.000
H: -4.8805 -1.8132 -1.0091  0.000
H: -5.5343 -3.3341 0.8227  0.000
H: -4.3716 -3.2430 2.9972  0.000
H: -2.5589 -1.6171 3.3651  0.000

## Properties
Strongest force on any atom   0.008 hartree/bohr
E_LUMO (spin up / spin down)   -9.652 / -9.644 eV
<S²>   0.7570
Charge   +3
2S+1   2
HOMO-LUMO gap (spin up / spin down)   6.531 / 6.540 eV
E   -181846.907 eV

=====

Record 6
CHLiO3Rb | wB97M-V/def2-TZVPD

Last column: Löwdin charge in e.
Geometry (Å):
O: -1.6614 -2.2984 -1.7776  -0.214
H: -3.6948 -2.2580 -2.6142  0.052
C: -2.4994 -1.4938 -1.3313  -0.511
O: -3.6592 -1.4532 -2.0624  -0.111
O: 0.8286 0.3753 -0.4110  -1.191
Rb: 2.3792 1.5976 2.6183  0.529
Li: -0.4972 -0.5558 -1.0527  0.446

## Properties
Strongest force on any atom   0.026 hartree/bohr
E_LUMO (spin up / spin down)   1.279 / 1.244 eV
Charge   -1
HOMO-LUMO gap (spin up / spin down)   2.874 / 2.931 eV
E   -8052.971 eV

=====

Record 7
C21H24ClF18N2P2Zn | wB97M-V/def2-TZVPD

Last column: Löwdin charge in e.
Geometry (Å):
C: -2.6626 3.8560 -2.1597  -0.199
C: -1.2521 3.5258 -1.4104  -0.340
C: 0.1728 3.9006 -1.9308  -0.033
C: 1.4710 3.4915 -1.1441  0.016
C: 1.4154 2.6803 0.2109  -0.139
C: 2.6316 2.2447 1.0957  -0.283
P: 3.7432 0.8071 0.5198  0.451
N: 4.6167 1.9684 -0.5125  -0.146
F: 4.8658 -0.4205 -0.0088  -0.348
C: 2.6655 0.3873 -1.0369  -0.235
C: 3.1926 -0.9401 -1.8367  -0.241
C: 2.0432 -1.1847 -2.9852  -0.565
Cl: 0.8222 -2.4730 -2.5187  0.496
C: 2.9080 -0.5248 1.6035  -0.264
C: 1.3747 -0.4186 1.9190  -0.122
C: 0.8314 -1.7796 2.6431  -0.270
F: 1.2856 -2.9693 2.0179  0.072
F: 1.3789 -1.7133 3.9869  0.036
C: -0.7715 -1.7523 2.8419  -0.194
F: -1.1124 -2.7842 3.7473  0.104
F: -1.0466 -0.5140 3.5434  0.056
C: -1.6188 -1.7153 1.4778  -0.151
F: -1.8937 -0.3111 1.2496  0.047
F: -0.8490 -2.1133 0.3208  0.046
C: -2.9326 -2.6283 1.4452  -0.171
F: -2.6227 -4.0169 1.6785  0.092
F: -3.7843 -2.2180 2.5192  0.096
C: -3.6998 -2.6436 0.0075  -0.180
F: -3.0186 -3.6606 -0.7555  0.085
F: -3.5632 -1.4435 -0.7352  0.078
C: -5.2659 -2.9636 0.1229  -0.175
F: -5.9943 -1.8772 0.7252  0.091
F: -5.4272 -4.0583 1.0502  0.088
C: -5.9824 -3.4286 -1.2327  -0.192
F: -7.3619 -3.6716 -0.8857  0.088
F: -5.5056 -4.6424 -1.7793  0.116
C: -6.0126 -2.3426 -2.4121  -0.298
F: -4.8377 -2.3206 -3.2169  0.092
F: -6.2481 -1.0126 -1.9959  0.099
F: -7.0908 -2.6756 -3.3004  0.092
P: 5.2161 1.2337 2.1350  0.737
N: 4.7071 2.3165 3.2106  -0.245
C: -0.0649 2.3768 0.7127  0.017
C: -1.3450 2.7696 -0.0480  -0.025
H: -3.1938 2.8107 -2.3137  -0.016
H: -2.4692 4.2698 -3.2090  0.091
H: -3.3910 4.4833 -1.5303  0.125
H: 0.2311 4.4865 -2.9116  0.108
H: 2.4872 3.7890 -1.5768  0.108
H: 3.3256 3.1813 1.1199  0.099
H: 2.2654 2.1813 2.1953  0.104
H: 5.1522 2.6770 0.0068  0.027
H: 5.2029 1.5223 -1.2329  0.068
H: 1.5801 0.1468 -0.8080  0.084
H: 2.8412 1.2345 -1.7876  0.090
H: 4.1508 -0.7598 -2.4246  0.111
H: 3.1713 -1.8856 -1.2032  0.095
H: 1.4673 -0.1960 -3.1246  0.059
H: 2.5313 -1.3928 -4.0142  0.093
H: 3.4785 -0.6020 2.6129  0.083
H: 3.1145 -1.5414 1.0852  0.110
H: 0.6429 -0.2627 1.0609  0.095
H: 1.1246 0.3991 2.7026  0.125
H: 5.5892 0.0049 2.8182  0.040
H: 6.4401 1.6573 1.4743  0.016
H: 5.3845 3.1092 3.1340  0.008
H: -0.2118 1.8249 1.7113  0.098
H: -2.3615 2.4658 0.3955  0.120
Zn: -1.9303 2.0562 -3.0596  0.779

## Properties
Strongest force on any atom   0.085 hartree/bohr
E_LUMO   -7.619 eV
Charge   +1
HOMO-LUMO gap   2.306 eV
E   -153557.249 eV

=====

Record 8
C18H46N2O6S2 | wB97M-V/def2-TZVPD

Last column: Löwdin charge in e.
Geometry (Å):
C: -1.7232 -8.0160 -7.7082  -0.080
C: -2.1570 -7.2590 -8.8373  -0.356
O: -2.9905 -6.1385 -8.5910  -0.261
S: -3.9859 -5.5399 -9.7944  0.751
C: -2.7356 -4.9719 -11.1001  -0.108
O: -4.6636 -6.7398 -10.4168  -0.341
O: -4.6406 -4.3094 -9.3199  -0.304
H: -2.5580 -8.5601 -7.2663  0.093
H: -1.3082 -7.4161 -6.8982  0.092
H: -0.9923 -8.7315 -8.0847  0.098
H: -1.3325 -6.8342 -9.4099  0.116
H: -2.6060 -7.9008 -9.5954  0.120
H: -2.2539 -5.7920 -11.6326  0.058
H: -1.9230 -4.3780 -10.6815  0.061
H: -3.2213 -4.2982 -11.8061  0.061
C: 0.8804 0.5413 -0.3842  -0.054
C: 0.1196 -0.8490 -0.4880  -0.300
O: -0.1918 -1.2305 -1.7640  -0.262
S: -1.1157 -0.2397 -2.7004  0.714
C: -2.4504 -1.3142 -3.4410  -0.090
O: -1.8734 0.7442 -1.9033  -0.321
O: -0.1919 0.2443 -3.7750  -0.324
H: 1.4407 0.7415 -1.2975  0.071
H: 1.7312 0.4359 0.2890  0.068
H: 0.1823 1.3622 -0.2201  0.070
H: 0.7386 -1.6630 -0.1107  0.118
H: -0.7524 -0.8789 0.1653  0.114
H: -1.9694 -1.7611 -4.3111  0.060
H: -3.2262 -0.6330 -3.7906  0.067
H: -2.8243 -2.0152 -2.6948  0.067
C: -2.2091 10.8196 0.0978  -0.100
C: -1.0443 10.1733 0.7515  -0.292
N: -1.2298 8.8055 1.3490  -0.181
C: -1.4942 7.8352 0.2662  -0.227
C: -0.2961 7.7709 -0.6699  -0.100
C: -0.0850 8.6120 2.1891  -0.240
C: -0.3396 7.2796 3.1019  -0.070
H: -3.0043 10.9472 0.8323  0.082
H: -2.5174 10.3128 -0.8167  0.068
H: -1.8528 11.7778 -0.2803  0.077
H: -0.1956 10.2709 0.0746  0.104
H: -0.7855 10.8073 1.5995  0.108
H: -1.6937 6.8251 0.6238  0.100
H: -2.3891 8.0756 -0.3078  0.102
H: -0.6444 7.9508 -1.6869  0.070
H: 0.5866 8.3869 -0.4985  0.063
H: 0.0843 6.7518 -0.7404  0.068
H: -0.0153 9.3687 2.9705  0.107
H: 0.8411 8.4651 1.6333  0.100
H: 0.4506 7.1532 3.8420  0.056
H: -0.5351 6.4013 2.4866  0.044
H: -1.2815 7.2264 3.6478  0.059
C: 5.1560 -5.0549 5.3719  -0.072
C: 3.6810 -5.1158 5.9504  -0.206
N: 3.1478 -3.9610 6.7918  -0.177
C: 3.0431 -2.7388 6.0262  -0.281
C: 2.9602 -1.4898 6.9815  -0.077
C: 1.8178 -4.3773 7.3142  -0.259
C: 1.9236 -5.4627 8.4188  -0.088
H: 5.5128 -5.9267 4.8235  0.066
H: 5.8338 -4.7803 6.1802  0.067
H: 5.2393 -4.1760 4.7326  0.046
H: 2.9656 -5.2378 5.1371  0.104
H: 3.5927 -5.9613 6.6326  0.088
H: 3.8985 -2.6149 5.3621  0.095
H: 2.2709 -2.6479 5.2623  0.105
H: 2.1684 -1.5493 7.7282  0.051
H: 3.8032 -1.6326 7.6576  0.068
H: 2.9515 -0.5568 6.4179  0.067
H: 1.0301 -4.6348 6.6062  0.111
H: 1.4009 -3.4970 7.8035  0.090
H: 1.1950 -5.2751 9.2075  0.068
H: 2.9516 -5.5193 8.7767  0.073
H: 1.7003 -6.4064 7.9212  0.060

## Properties
Strongest force on any atom   0.087 hartree/bohr
E_LUMO   0.419 eV
Charge   0
HOMO-LUMO gap   8.770 eV
E   -56342.634 eV